No. 1
DFT (ωB97M-V with the def2-TZVPD basis set) results for an isolated molecule of C5H7N in a non-equilibrium geometry.

Properties
- Molecular weight: 81.1 g mol⁻¹
- Energy above the lowest of the compared OMol25 structures with the same formula, charge and spin: 115.9 kJ/mol
- LUMO energy: 0.03530 Eh
- E_tot: -249.4291 a.u.
- Gap between HOMO and LUMO: 11.808 eV

```
! RIJCOSX wB97M-V def2-TZVPD def2/J DEFGRID3
* xyz 0 1
H -0.4750 -1.2589 1.2214
C -0.1824 0.6797 0.1129
N 2.5081 -1.3136 0.9649
H 1.2608 0.2590 -1.4451
C -1.2561 -0.1544 -0.5336
H -0.4391 1.7133 0.3331
H -2.1772 0.3421 -0.8242
H 1.7749 1.5098 -0.3223
C -0.9549 -0.3332 0.9228
H -1.6781 0.0440 1.6454
H -0.9230 -0.9597 -1.1902
C 2.0443 -0.4594 0.3349
C 1.2671 0.5446 -0.3894
*
```

No. 2
DFT (ωB97M-V with the def2-TZVPD basis set) results for a cluster of 7 separate species, C19H37N8O3 in total in a non-equilibrium geometry.

Properties
- Molecular weight: 425.6 g mol⁻¹
- LUMO energy: 0.09112 Eh
- E_tot: -1410.0059 a.u.
- Gap between HOMO and LUMO: 6.981 eV

```
! RIJCOSX wB97M-V def2-TZVPD def2/J DEFGRID3
* xyz -1 1
H 32.9566 2.5265 4.6461
C 32.7616 5.9572 10.0090
C 30.5815 8.1526 3.2197
H 31.6762 7.6094 9.1384
H 38.0881 6.2036 8.2244
H 37.1865 6.0331 6.7016
C 32.8183 0.8586 3.2766
C 38.3614 7.7014 6.8855
H 29.0427 5.2743 4.3701
H 34.8504 4.7067 7.0988
C 32.4821 3.7981 8.7131
O 35.9621 5.1778 5.4122
H 33.5606 6.5215 10.4897
N 36.8281 1.5342 1.9168
C 39.2698 1.6030 6.5907
H 34.0841 4.2601 5.6290
H 33.3485 3.9796 10.5556
H 34.3188 4.6912 9.2347
H 33.9103 1.2490 5.1027
H 39.8065 9.0384 7.4852
C 38.6471 1.6964 7.8672
C 32.8316 -0.5929 3.1468
H 35.9836 3.4001 4.3705
H 33.6509 1.2073 2.6512
C 38.5985 2.4925 5.7843
H 32.9322 6.9577 8.0939
H 39.9806 0.8674 6.2540
H 32.0167 5.8365 10.8007
C 34.7569 5.0549 6.0231
N 36.0024 2.5442 3.8098
N 31.3984 8.7799 2.7128
N 32.8715 -1.7388 3.0777
C 32.1610 6.6851 8.8150
H 28.6460 7.3299 3.2382
C 37.7365 2.7189 7.8167
H 32.0445 -0.1653 5.8025
H 37.0522 3.2019 8.4956
N 39.3418 8.1890 7.7377
H 36.1028 1.7213 4.3782
N 37.6845 3.1729 6.5160
H 37.0091 3.8628 6.1524
O 38.0368 8.2665 5.8692
H 32.0568 5.7732 4.3235
C 32.9198 1.4353 4.6800
C 36.4496 2.7073 2.5245
H 30.8209 0.9641 5.2264
C 33.3134 4.5589 9.6293
H 36.8980 0.7134 2.4911
C 31.8423 0.8920 5.6024
H 34.1411 5.9595 6.2217
H 31.2341 4.4986 5.1192
H 39.7041 7.6138 8.4738
C 29.5639 7.3097 3.8313
H 37.2881 1.5079 1.0282
N 37.9357 6.4501 7.2634
H 29.2815 7.7794 4.7799
H 31.3964 6.0877 8.3202
O 36.5847 3.8028 2.0184
H 30.1950 5.4300 3.0722
H 31.9641 1.2916 2.7485
N 31.8509 3.1530 8.0031
C 29.9166 5.8394 4.0497
C 31.1558 5.5680 4.9019
H 38.6413 2.6915 4.7239
H 31.8742 1.3658 6.5838
H 38.8546 1.0722 8.7233
H 31.1915 6.0526 5.8777
*
```

No. 3
DFT (ωB97M-V with the def2-TZVPD basis set) results for a structure of composition C40H54CrF3N3O3PS.

Properties
- Molecular weight: 796.9 g mol⁻¹
- Energy above the lowest of the compared OMol25 structures with the same formula, charge and spin: 0.0 kJ/mol
- LUMO energy (alpha / beta): -0.09592 / -0.10303 Eh
- E_tot: -4030.1258 a.u.
- Gap between HOMO and LUMO (alpha / beta): 8.308 / 8.317 eV

```
! RIJCOSX wB97M-V def2-TZVPD def2/J DEFGRID3
* xyz 1 5
C -1.8265 2.5663 -1.3723
C -4.4554 -1.0617 1.6249
C -0.3220 -2.5304 -2.3581
H -3.6768 3.0257 -2.3280
C 3.6516 -0.9405 -0.2833
H 1.5919 -3.1908 0.2907
H -3.4733 -2.5683 0.4901
F 4.4600 1.8048 -1.1992
C -2.1847 -1.2010 -4.1317
H -1.8362 2.3441 3.2915
C -1.2489 3.9076 -1.8472
H 0.1864 4.5542 0.1360
O 1.5494 2.2324 -3.5050
H 2.8249 -3.5304 -1.7242
C -1.4013 1.5386 -2.4156
H 0.6929 -5.3962 -2.8469
C -1.0598 -3.8012 2.0103
H -0.3876 1.7144 -2.7710
H -3.8603 -0.1710 -1.8882
C -1.3113 -1.5209 -0.4003
C -1.1655 3.4262 1.4763
N 1.2540 0.7781 2.4887
H -1.1968 -4.0359 3.0683
C 1.6282 -5.1946 -2.3199
H -4.6096 -1.1424 -3.1418
C 1.2536 0.7466 5.2681
H 1.5276 -5.5721 -1.3010
H -1.5640 4.0354 -2.8862
H -0.4338 -4.5781 1.5665
C 2.2261 -3.2089 -3.7524
C 2.3920 1.0887 4.5697
C 0.9654 -2.5039 2.5893
H -1.6066 4.7738 -1.2994
H -1.2813 3.9948 3.5289
N 3.1794 -0.0649 0.6278
C -0.2610 -2.1230 0.3579
H 2.3210 -2.1217 -3.8000
H -2.4882 4.7849 0.3336
C 3.8400 1.7972 -2.3885
C 0.1579 0.4436 3.1904
H 1.2607 0.7454 6.3502
C 0.7994 -2.9343 -1.6689
H 6.0631 0.6280 2.1984
H -0.8056 0.1139 5.0580
H 4.2613 1.7234 3.0510
H 1.4377 -3.5069 -4.4469
C -1.0956 3.0751 2.9685
H -3.7935 3.2372 -0.5885
C 0.7893 -2.7533 -0.2943
H -0.1607 3.9141 -1.8379
C 4.9733 -1.3014 -0.3566
O 1.8312 2.8959 -1.1230
H 2.4239 -5.7534 -2.8154
H 0.8085 -2.4346 3.6670
H 3.1549 -3.6515 -4.1146
H -5.2595 -1.7190 1.9302
Cr 1.2697 0.8376 0.3767
C -2.3365 4.4139 1.3364
H 1.0186 3.5693 1.3273
F 4.2775 2.8291 -3.0911
C 1.9287 -3.6919 -2.3344
C -3.4414 -1.5381 0.8167
H 2.9221 -1.3163 -0.9851
C -1.4026 -1.8582 -1.7733
H -2.8177 -2.8189 -2.9434
H -0.7273 0.2508 2.6062
H -3.0758 -1.0199 -4.7337
C 4.0372 0.4564 1.5022
H -0.3936 -2.7779 -3.4085
C -2.3542 0.6174 0.7694
C 5.8681 -0.7165 0.5337
C 2.3664 1.0594 3.1782
H -1.5691 -1.9069 -4.6867
H -1.4558 0.5233 -2.0422
C -3.9319 -1.1777 -2.2875
H -3.7997 1.6233 -1.2735
P -1.1138 1.9283 0.2660
H -1.6226 -0.2751 -4.0678
N 3.5368 1.3342 2.4689
C -0.3781 -2.4311 1.8513
H -2.0977 5.2766 1.9638
H -3.2831 4.0162 1.7014
H -1.0254 -1.7053 2.3385
H 1.6591 -1.7179 2.2900
H -4.4027 -1.8014 -1.5320
H 6.9226 -0.9572 0.4941
H 0.1994 5.0494 1.8306
C -2.3688 -0.7536 0.3801
C -4.4292 0.2634 2.0239
O 1.5903 0.5900 -1.6710
C 5.3997 0.1701 1.4767
H 1.4561 -3.4608 2.4043
H -0.1042 2.7364 3.2573
C 0.1141 0.3907 4.5621
H -3.4199 2.1135 1.8722
H 3.3123 1.3360 5.0821
H 5.3000 -1.9980 -1.1151
H -2.0316 -3.8407 1.5272
C 0.1354 4.1897 1.1583
S 2.0097 1.9249 -2.1928
C -2.5977 -1.7622 -2.7549
H -2.0693 1.6169 -3.2763
C -3.3627 2.6155 -1.3646
F 4.1580 0.6690 -3.0249
H -5.2099 0.6719 2.6524
C -3.3992 1.0741 1.5845
*
```

No. 4
DFT (ωB97M-V with the def2-TZVPD basis set) results for a structure of composition C28H26MnN4O6S2Se2.

Properties
- Molecular weight: 791.5 g mol⁻¹
- Energy above the lowest of the compared OMol25 structures with the same formula, charge and spin: 150.3 kJ/mol
- LUMO energy (alpha / beta): 0.14786 / 0.14723 Eh
- E_tot: -8503.3463 a.u.
- Gap between HOMO and LUMO (alpha / beta): 5.435 / 6.125 eV

```
! RIJCOSX wB97M-V def2-TZVPD def2/J DEFGRID3
* xyz -2 6
O -0.4257 -2.7127 -0.5131
H -3.3812 2.6907 5.3483
C -2.5948 1.8601 3.5476
C -2.6345 -2.2553 -4.1918
H -0.4753 -0.7657 3.3602
C -1.6008 0.6844 1.5065
C -1.7760 0.8626 2.9870
C -2.5140 2.1432 -1.3926
O 2.2022 -2.9466 -2.8462
H -4.5855 -2.7231 -1.4708
H 2.5010 -3.2132 3.0523
C 3.3552 -2.5365 3.0061
H -2.5085 -2.5229 -5.2319
H 3.2455 2.6755 1.3416
H 4.2919 -3.2241 -0.2571
S -2.9884 3.8070 -0.9489
C -2.7372 1.9233 4.9370
N -2.1182 1.6288 0.7515
C -1.1019 -0.0167 3.8293
C 3.4592 2.7269 -0.8185
H 4.8481 -3.9915 1.2526
O -0.9655 -0.3461 1.1311
C 2.4998 -1.5600 0.9182
H 4.2163 -3.0224 3.4776
H -2.8814 -1.1836 -0.5794
C -3.7914 -2.3635 -2.1100
H -4.0521 3.5130 -4.1671
C 4.0163 -3.4653 0.7703
O -3.2537 2.7634 2.8087
C -2.0616 1.0341 5.7516
Se 0.5010 1.9527 -3.6013
C -2.8419 -1.5050 -1.6139
H -1.7072 4.6923 -2.7502
Mn -0.1384 -0.6673 -0.7066
N 0.9699 1.5068 -0.8395
O 0.6729 -4.5706 -1.1251
C 1.3322 -2.4736 -2.1498
H -0.6916 -0.6270 5.8450
C -1.7196 -1.3495 -3.6196
H 5.7407 -1.6641 1.9730
H -2.1847 1.1010 6.8273
C -1.2308 0.0607 5.2064
C 1.5254 1.9088 -1.9905
C 2.8051 2.4556 0.3787
C 4.8605 -1.2162 1.4989
H 5.1027 -0.9711 0.4641
H 4.4543 3.1589 -0.8199
C 0.4632 -3.3676 -1.1735
H 3.1512 -4.1276 0.7201
H 3.1064 -1.6359 3.5711
H -2.9855 2.5866 1.8568
N -2.0269 1.2944 -0.5915
N -1.8149 -1.0129 -2.3284
O 1.0060 -1.1979 -2.1546
C 2.8192 2.4541 -2.0080
Se -0.4218 -0.5904 -4.7841
S -3.1173 1.6875 -2.9735
C -3.0837 3.3407 -3.6973
H -3.3777 5.2946 -2.7593
C -2.7527 4.4097 -2.6420
C 3.6719 -2.1857 1.5470
C 1.5262 -1.0563 0.4048
H 1.0632 1.5199 1.2083
H -2.3041 3.3507 -4.4588
H -4.3675 -3.4618 -3.8805
H 4.6158 -0.2862 2.0164
H 3.2725 2.6725 -2.9642
C 1.5815 1.8199 0.3044
C -3.6632 -2.7645 -3.4405
*
```